Record 1
Density functional theory data (ωB97M-V/def2-TZVPD) for a structure of composition C7H12Cl2O3OsP.

- LUMO (spin up / spin down) (eV) = -13.30 / -16.66
- <S²> = 6.03
- total charge = +3
- multiplicity = 5
- E (a.u.) = -1850.7007
- HOMO-LUMO gap (spin up / spin down) (eV) = 6.383 / 5.530

Geometry (Å):
C  4.73628  0.45075  -1.39934
C  3.47695  0.15989  -0.63590
H  5.20950  -0.48858  -1.70359
H  5.43979  1.02189  -0.78307
H  4.51287  1.05556  -2.28510
O  2.95630  -0.91340  -0.42177
Cl  2.69892  1.61546  0.03010
Os  -0.07884  0.00826  1.72288
P  -1.60105  -0.04593  0.07575
C  -2.66250  -1.44232  -0.43878
C  -2.85819  1.27396  0.23972
H  0.20961  1.07096  -1.07760
H  -1.05037  0.45721  -2.22157
H  0.14512  -0.65715  -1.48856
C  -0.46167  0.24177  -1.32807
H  -2.39337  2.20659  0.56270
H  -3.38625  1.43384  -0.70068
H  -3.19515  -1.15408  -1.35472
H  -3.40628  -1.64606  0.34273
H  -3.59143  0.98305  1.00171
H  -2.07119  -2.34619  -0.63033
C  0.22199  -1.84117  1.72115
O  0.42088  -2.98581  1.78567
Cl  -0.18904  2.33629  1.74675
O  -1.90875  -0.50978  4.05742
C  -1.17412  -0.28502  3.18249


Record 2
Density functional theory data (ωB97M-V/def2-TZVPD) for a cluster of 2 separate species, C3H6N2O3S in total.

- LUMO (eV) = 6.06
- total charge = -2
- E (a.u.) = -851.1135
- HOMO-LUMO gap (eV) = 5.555

Geometry (Å):
C  0.11579  0.76620  -0.04534
C  -2.18314  1.14051  -0.00009
C  -1.38232  -1.09100  -0.70317
N  1.69980  -0.83640  -0.15632
N  -1.02488  0.21294  -0.10886
O  4.07327  0.01575  -0.88891
O  0.44684  1.88310  0.24661
O  3.91206  -1.50556  1.07007
S  3.28716  -0.22140  0.38016
H  -3.14770  0.52524  0.23284
H  -2.22792  1.83985  0.84314
H  -2.45210  1.57156  -1.01631
H  -0.40833  -1.49346  -0.74575
H  -1.99356  -1.49660  0.31240
H  1.28501  -1.31073  0.57954


Record 3
Density functional theory data (ωB97M-V/def2-TZVPD) for a structure of composition C21H26ClNOP2Ru.

- LUMO (spin up / spin down) (eV) = -3.64 / -6.76
- <S²> = 8.81
- total charge = +1
- multiplicity = 6
- E (a.u.) = -2183.1774
- HOMO-LUMO gap (spin up / spin down) (eV) = 5.280 / 4.296

Geometry (Å):
C  -1.69839  2.90176  -3.83085
C  -1.40948  1.66181  -3.25133
C  -0.04061  1.19094  -3.37470
C  0.97621  2.18570  -3.27878
C  0.68524  3.41404  -3.88640
C  -0.63420  3.74152  -4.23095
C  2.13892  1.74313  -2.47086
C  2.59682  0.46489  -3.08188
C  1.55845  -0.50681  -3.18938
C  1.88279  -1.86417  -2.79940
C  3.20103  -2.28445  -3.02307
C  4.19627  -1.34121  -3.36356
C  3.90948  0.02602  -3.30698
H  -2.73767  3.21758  -3.96981
H  1.48424  4.10915  -4.13149
H  -0.86714  4.65671  -4.78261
H  2.88976  2.49361  -2.18105
H  3.46712  -3.34525  -2.92691
H  5.20140  -1.68964  -3.64771
H  4.69899  0.75838  -3.44441
N  0.26987  -0.13817  -3.47684
Ru  0.21570  0.34086  0.11045
C  -2.39531  0.83210  -2.47551
H  -2.33480  -0.20744  -2.84500
H  -3.43151  1.22942  -2.54577
C  0.81430  -2.68990  -2.11343
H  -0.07042  -2.65680  -2.77301
H  1.15679  -3.73322  -1.93871
P  -1.91232  0.71619  -0.59635
P  0.18088  -1.96521  -0.45556
C  1.41462  -2.69299  0.67521
H  1.12004  -2.47481  1.70722
H  1.50711  -3.77672  0.54579
H  2.38176  -2.22305  0.47543
C  -1.29170  -3.04116  -0.19167
H  -1.01438  -4.10214  -0.11810
H  -1.79218  -2.75674  0.74086
H  -2.00580  -2.93125  -1.01670
C  -2.46616  2.38248  -0.05151
H  -3.46773  2.63040  -0.43659
H  -2.48409  2.39014  1.04664
H  -1.74815  3.13355  -0.40027
C  -3.29953  -0.32619  0.03446
H  -3.16170  -0.45460  1.11896
H  -4.27574  0.15387  -0.14343
H  -3.29839  -1.31560  -0.44090
C  -0.25814  -0.07205  1.83964
O  -0.63890  -0.37136  2.90417
H  1.62606  1.33088  -1.41245
Cl  0.38969  3.01287  2.04818
C  0.92022  2.27106  0.53494
H  2.00829  2.11379  0.64105
H  0.67663  2.97690  -0.27240


Record 4
Density functional theory data (ωB97M-V/def2-TZVPD) for an isolated molecule of C21H27N3S.

- LUMO (eV) = 0.62
- SMILES = CCc1ccc(NC(=S)NC2CCN(Cc3ccccc3)CC2)cc1
- E (a.u.) = -1378.8957
- HOMO-LUMO gap (eV) = 8.633

Geometry (Å):
C  -8.57679  -1.34752  -1.00055
C  -8.10423  -0.80321  0.34908
C  -6.67467  -0.35195  0.26305
C  -6.35866  0.95248  -0.09552
C  -5.04445  1.35443  -0.21452
C  -4.00035  0.45797  0.01690
N  -2.70331  0.96440  -0.10594
C  -1.47935  0.36918  -0.11279
S  -1.19759  -1.25412  -0.00124
N  -0.45028  1.24002  -0.26824
C  0.94343  0.86038  -0.18453
C  1.79677  1.80893  -1.01910
C  3.26747  1.41620  -0.89920
N  3.67512  1.47823  0.49039
C  5.11848  1.40594  0.68016
C  5.74714  0.10866  0.23077
C  6.19496  -0.04603  -1.07583
C  6.71270  -1.25429  -1.50764
C  6.78921  -2.32773  -0.63698
C  6.35362  -2.18291  0.66894
C  5.83718  -0.97328  1.09852
C  2.93283  0.51929  1.28647
C  1.44939  0.87248  1.25992
C  -4.30944  -0.84822  0.38003
C  -5.63069  -1.23667  0.49540
H  -8.50371  -0.57746  -1.76540
H  -9.61098  -1.67848  -0.93771
H  -7.95931  -2.18969  -1.30429
H  -8.74060  0.03449  0.64222
H  -8.19947  -1.58544  1.10482
H  -7.15048  1.66451  -0.28015
H  -4.82016  2.37706  -0.49013
H  -2.69404  1.96304  -0.28187
H  -0.63678  2.22925  -0.17784
H  1.01716  -0.15813  -0.58058
H  1.48863  1.77646  -2.06533
H  1.67376  2.82893  -0.64752
H  3.87843  2.12084  -1.46883
H  3.40904  0.40873  -1.32840
H  5.55717  2.24209  0.12732
H  5.30962  1.56213  1.74584
H  6.14489  0.78999  -1.75946
H  7.05751  -1.35798  -2.52631
H  7.19113  -3.27196  -0.97360
H  6.41648  -3.01446  1.35568
H  5.50682  -0.86550  2.12199
H  3.29929  0.56877  2.31448
H  3.06422  -0.51330  0.91978
H  0.88532  0.15180  1.85319
H  1.30848  1.86850  1.68538
H  -3.52321  -1.55741  0.57009
H  -5.85107  -2.25569  0.77857


Record 5
Density functional theory data (ωB97M-V/def2-TZVPD) for a structure of composition C25H25N3O3Yb.

- LUMO (spin up / spin down) (eV) = -10.83 / -12.54
- <S²> = 0.75
- total charge = +3
- multiplicity = 2
- E (a.u.) = -2515.3661
- HOMO-LUMO gap (spin up / spin down) (eV) = 5.969 / 4.261

Geometry (Å):
Yb  0.07990  0.56735  -0.94102
C  -4.41580  1.83453  -0.13322
O  -3.41484  2.92153  0.14449
C  -2.19283  2.35313  0.05811
N  -2.11806  1.09977  -0.29664
C  -3.52983  0.59879  -0.38340
C  -3.95809  -0.51256  0.55508
C  -5.10943  -1.21300  0.21851
C  -5.67745  -2.10522  1.07100
C  -5.06671  -2.43814  2.25835
C  -3.95232  -1.72171  2.60702
C  -3.41903  -0.74565  1.81162
C  -1.01422  3.23130  0.29187
C  -0.99427  4.57270  0.62772
C  0.25011  5.16277  0.89096
C  1.45799  4.49752  0.73122
C  1.37902  3.16109  0.38130
N  0.15748  2.62210  0.18711
C  2.51349  2.23619  0.02578
N  2.36033  1.03874  -0.47069
C  3.68454  0.29925  -0.20692
C  4.64562  1.44475  0.05455
O  3.76896  2.59324  0.35747
C  3.92224  -0.77403  -1.25572
C  4.46115  -2.01645  -0.95298
C  4.69477  -2.85673  -2.05890
C  4.40136  -2.53234  -3.41920
C  3.98100  -1.23536  -3.63568
C  3.76846  -0.42275  -2.58245
H  -4.99709  2.09363  -0.99123
H  -5.01855  1.86953  0.74054
H  -3.64826  0.17629  -1.38021
H  -5.47530  -1.17561  -0.79670
H  -6.55637  -2.60685  0.70257
H  -5.45655  -3.16704  2.93557
H  -3.43500  -1.92954  3.51395
H  -2.48691  -0.20224  2.12294
H  -1.95842  5.08937  0.77186
H  0.27179  6.23954  1.09209
H  2.42100  4.88459  1.05475
H  3.59380  -0.29849  0.68492
H  5.24420  1.76001  -0.80575
H  5.33517  1.21546  0.91840
H  4.69824  -2.22419  0.07360
H  5.25410  -3.76648  -1.79409
H  4.58942  -3.15818  -4.27872
H  3.79973  -0.88500  -4.63690
H  3.31994  0.59711  -2.75928
C  0.32646  -3.73872  0.83826
C  -0.65139  -2.56248  0.67566
O  0.08692  -1.31507  0.43020
H  -0.12245  -4.73693  0.54396
H  0.64899  -3.74468  1.87866
H  1.22012  -3.55980  0.17437
H  -1.27224  -2.40696  1.59845
H  -1.27386  -2.74197  -0.18166
H  0.87896  -1.36611  0.93846


Record 6
Density functional theory data (ωB97M-V/def2-TZVPD) for a cluster of 2 separate species, C4H7Br2N in total.

- LUMO (eV) = 0.21
- SMILES = CC(C)(Br)C#N.Br
- E (a.u.) = -5359.3415
- HOMO-LUMO gap (eV) = 10.717

Geometry (Å):
C  1.08455  0.54424  1.30615
C  0.54652  -0.58001  0.21678
C  0.22209  0.24822  -1.04049
Br  2.03253  -1.81854  -0.27024
C  -0.55474  -1.29446  0.60061
N  -1.50608  -1.90874  0.76588
H  2.23509  0.32038  1.60337
H  0.46423  0.41614  2.16983
H  1.04108  1.53298  0.81783
H  -0.21923  -0.41204  -1.84903
H  -0.39868  1.11276  -0.72463
H  1.18080  0.71847  -1.60060
Br  -3.39792  0.16701  -0.53498
H  -2.73023  0.95360  -1.46046


Record 7
Density functional theory data (ωB97M-V/def2-TZVPD) for a structure of composition C12H40AsF6N6O8.

- LUMO (eV) = 2.04
- total charge = -1
- E (a.u.) = -4246.8154
- HOMO-LUMO gap (eV) = 9.498

Geometry (Å):
As  -10.29951  8.46861  -20.16306
F  -9.37295  7.05407  -19.65404
F  -8.79336  9.22839  -20.86930
F  -11.24536  9.92609  -20.69364
F  -11.76740  7.84856  -19.32807
F  -9.83061  9.37897  -18.62230
F  -10.70514  7.60110  -21.70717
C  -8.19273  9.82143  -24.98177
O  -8.87116  10.76007  -24.17924
H  -8.23836  10.00139  -26.05585
H  -7.13889  9.79380  -24.70471
H  -8.54866  8.82278  -24.72856
H  -8.63382  10.66677  -23.25373
C  -9.11882  14.63746  -21.70090
O  -9.31776  14.68025  -23.10376
H  -8.04201  14.62078  -21.53264
H  -9.60816  15.48798  -21.22629
H  -9.41950  13.72449  -21.18691
H  -9.36291  13.80496  -23.49545
C  -11.11682  2.81381  -19.12375
O  -10.02333  2.19572  -18.46614
H  -11.09476  3.00917  -20.19588
H  -12.05308  2.27739  -18.96960
H  -11.45487  3.77016  -18.72475
H  -9.35169  2.87940  -18.52164
C  -13.69588  13.64964  -20.49812
O  -14.21312  14.78055  -20.37016
N  -12.96706  13.17877  -19.60712
N  -13.83533  12.86535  -21.57891
H  -12.50142  12.29792  -19.77265
H  -13.09021  13.65441  -18.72468
H  -13.57914  11.88889  -21.54747
H  -14.40086  13.37711  -22.24101
C  -5.62639  4.86451  -18.21923
O  -4.68302  4.19898  -17.84228
N  -6.53060  5.40779  -17.44780
N  -5.82220  5.25328  -19.46839
H  -7.22374  5.99413  -17.89035
H  -6.40061  5.39372  -16.44630
H  -5.38447  4.94738  -20.32566
H  -6.69425  5.73235  -19.64196
C  -8.20473  4.54202  -25.22507
O  -7.34412  4.99793  -24.59159
N  -9.45140  4.84537  -25.24649
N  -7.95646  3.49456  -25.99204
H  -10.08965  4.32292  -25.82939
H  -9.69853  5.58228  -24.60152
H  -8.69798  3.01246  -26.47971
H  -7.03417  3.16246  -26.23534
C  -15.10532  8.03279  -23.27361
C  -16.14558  7.81364  -22.21957
C  -16.33163  6.37910  -21.64822
O  -15.82796  8.71544  -21.15218
H  -14.70272  9.04051  -23.37614
H  -15.52888  7.88529  -24.26705
H  -14.26727  7.33796  -23.32804
H  -17.08724  8.27607  -22.51539
H  -15.31732  6.10331  -21.35977
H  -16.69336  5.62691  -22.34926
H  -17.02188  6.35270  -20.80503
H  -14.91095  8.68569  -20.86969
C  -4.72465  11.89829  -14.56624
C  -3.92297  11.09895  -15.56144
C  -4.64882  10.90638  -16.92910
O  -2.71907  11.67578  -15.76723
H  -4.34891  11.64626  -13.57457
H  -5.76250  11.56850  -14.51897
H  -4.48299  12.94628  -14.74350
H  -3.69491  10.06839  -15.28935
H  -5.72008  10.86295  -16.73255
H  -4.29287  10.06287  -17.52062
H  -4.51244  11.78936  -17.55347
H  -2.58917  11.45036  -16.69130


Record 8
Density functional theory data (ωB97M-V/def2-TZVPD) for a structure of composition C22H15BrClEuF2N3O.

- LUMO (spin up / spin down) (eV) = -0.70 / -0.69
- <S²> = 15.76
- multiplicity = 8
- E (a.u.) = -5031.1361
- HOMO-LUMO gap (spin up / spin down) (eV) = 6.228 / 6.486

Geometry (Å):
Eu  -1.44838  -14.67651  -1.34962
Br  -4.54062  -21.88385  -3.28490
C  -3.69428  -20.24920  -2.72123
C  -3.23324  -20.24187  -1.37205
C  -2.75792  -19.12131  -0.78699
C  -2.74972  -17.88695  -1.50822
O  -2.49520  -16.77742  -0.96325
C  -3.02507  -17.92630  -2.94976
C  -2.88981  -16.82475  -3.87539
N  -2.44530  -15.57023  -3.72476
C  -2.32218  -14.71583  -4.88666
C  -2.61479  -14.99041  -6.20551
C  -2.38784  -14.07798  -7.27918
C  -1.90229  -12.83458  -7.07414
C  -1.60132  -12.47797  -5.73365
C  -1.04262  -11.20820  -5.42402
C  -0.67519  -10.86662  -4.16962
C  -0.91379  -11.85546  -3.18696
N  -1.45283  -13.04557  -3.39788
C  -1.77752  -13.37569  -4.67872
C  -3.52973  -19.11237  -3.48128
H  -3.33806  -21.16987  -0.80194
H  -2.44871  -19.16572  0.23727
H  -3.19845  -17.22126  -4.83601
H  -3.03303  -15.97460  -6.45027
H  -2.62555  -14.39819  -8.29783
H  -1.73007  -12.16666  -7.91677
H  -0.91190  -10.48092  -6.21020
H  -0.25124  -9.89994  -3.93097
H  -0.64773  -11.65030  -2.17126
H  -3.76474  -19.11754  -4.54703
F  -0.36457  -14.47716  1.19798
C  -0.46816  -13.11308  0.72524
F  0.80871  -12.90066  0.12177
H  -0.35613  -12.56129  1.67147
Cl  2.67354  -15.87337  -6.00817
C  2.33906  -16.12118  -4.36669
C  3.24221  -16.72233  -3.50107
C  2.93041  -16.80616  -2.14887
C  1.71053  -16.28287  -1.72427
N  0.82549  -15.71389  -2.55018
C  1.11939  -15.65831  -3.86752
H  4.17200  -17.10587  -3.91889
H  3.66063  -17.21343  -1.46916
H  1.45153  -16.26315  -0.69059
H  0.39487  -15.14197  -4.50207


Record 9
Density functional theory data (ωB97M-V/def2-TZVPD) for a cluster of 2 separate species, C3H10OS2 in total.

- LUMO (eV) = -0.59
- SMILES = CCSSC.O
- E (a.u.) = -991.8785
- HOMO-LUMO gap (eV) = 8.673

Geometry (Å):
C  -2.39285  -1.35370  0.15389
C  -1.52082  -0.12122  0.45555
S  -0.48298  0.35359  -0.96244
S  1.22116  -0.94154  -0.01966
C  1.89404  0.28869  1.03977
H  -2.64951  -1.67665  1.16845
H  -1.88173  -2.19451  -0.30751
H  -3.25407  -1.14437  -0.47901
H  -2.13850  0.75484  0.65908
H  -0.92977  -0.40623  1.31637
H  1.21646  0.55669  1.86067
H  2.77196  -0.07134  1.58507
H  2.13979  1.26571  0.62093
O  2.35387  1.76958  -2.42427
H  2.12100  1.13513  -1.73870
H  1.53195  1.78533  -2.92819


Record 10
Density functional theory data (ωB97M-V/def2-TZVPD) for an isolated molecule of C5H7N.

- LUMO (eV) = 0.27
- E (a.u.) = -249.2687
- HOMO-LUMO gap (eV) = 7.980

Geometry (Å):
C  1.73039  0.20795  0.09574
C  0.21633  0.03923  0.03366
C  -0.60370  0.79536  0.85806
N  -1.98135  0.23185  0.48665
C  -1.39295  -0.23478  -0.76665
C  -0.29502  -1.08852  -0.72244
H  2.13634  -0.74093  0.44161
H  2.12552  0.45690  -0.89603
H  2.09943  1.04153  0.69272
H  -0.49339  0.81412  1.93642
H  -1.99080  -0.60888  1.08258
H  -1.60556  0.50040  -1.54821
H  0.05477  -1.41424  -1.69411


Record 11
Density functional theory data (ωB97M-V/def2-TZVPD) for a structure of composition CH18F3Na2O12S.

- LUMO (eV) = -4.15
- total charge = +1
- E (a.u.) = -1974.0649
- HOMO-LUMO gap (eV) = 8.548

Geometry (Å):
Na  -2.19455  3.43654  -1.77653
Na  -0.62669  -1.79406  -4.46998
C  -1.33213  -0.72866  0.31828
F  -2.45219  -1.24529  -0.15870
F  -1.59725  0.12022  1.28883
F  -0.54497  -1.69485  0.73772
S  -0.45090  0.11971  -1.07766
O  -1.31881  1.18428  -1.54973
O  0.81814  0.58267  -0.54317
O  -0.33688  -0.91869  -2.07850
O  -2.03937  3.73674  2.55275
H  -2.39603  2.88353  2.80633
H  -1.47432  3.98644  3.29357
O  -2.30446  -3.65029  -2.43702
H  -2.84425  -2.85131  -2.36987
H  -2.24063  -3.84048  -3.38013
O  2.08859  -1.22657  -3.39762
H  1.48978  -0.48626  -3.25285
H  2.95866  -0.81072  -3.47225
O  1.17286  1.78982  2.56261
H  1.53898  0.90421  2.45095
H  0.43986  1.68536  3.20069
O  0.60544  -3.63568  -2.37707
H  0.56413  -2.68200  -2.53099
H  -0.26736  -3.86161  -2.03239
O  2.63476  -2.39649  2.21664
H  3.48064  -2.65395  1.83414
H  1.98332  -2.92357  1.74130
O  -1.02100  1.56959  4.21506
H  -1.89243  1.16844  4.11556
H  -0.92143  1.69862  5.16832
O  -0.42278  3.38477  0.20608
H  -0.83834  3.27233  1.07801
H  0.17840  2.62991  0.11611
O  3.33899  1.12701  -1.36147
H  2.39478  1.08596  -1.09788
H  3.82944  1.03431  -0.53912